Density functional theory data (ωB97M-V/def2-TZVPD) for C47H117Cl8O32P5 as an isolated structure at a distorted geometry.

Output
energy relative to the best compared isomer or geometry (same formula, charge and spin)	0.00	kJ/mol
HOMO	-0.326	Ha

```
209
Properties=species:S:1:pos:R:3:forces:R:3
H -16.426 11.786 10.006 -0.173 -0.518 -0.491
O -17.041 10.305 11.373 -0.887 -0.521 -0.066
H -21.842 4.232 8.341 0.645 -0.007 0.198
O -23.451 2.710 1.860 0.004 -0.577 -0.174
O -26.071 4.914 11.128 1.025 -0.148 -0.023
O -22.667 0.599 0.888 0.424 1.243 -0.014
C -28.231 4.044 5.651 -0.669 -0.162 -0.206
H -17.487 10.910 6.108 0.258 -0.119 -0.005
H -23.007 8.597 5.854 0.115 0.252 -0.134
H -25.421 6.812 10.801 0.128 0.337 0.405
H -24.251 3.830 3.485 -0.282 -0.519 -0.358
H -24.780 10.836 9.539 0.523 -1.151 -0.632
C -19.357 3.697 5.588 -0.078 0.266 -0.889
C -25.825 1.370 10.786 0.472 -0.059 1.448
H -26.015 15.470 2.323 0.032 0.009 -0.019
H -21.330 8.721 5.205 -0.041 0.026 0.031
C -24.253 12.798 9.311 1.760 -0.145 0.880
Cl -28.246 8.545 8.255 -0.263 0.209 -0.050
C -21.846 5.229 8.785 0.630 -1.158 -0.470
C -27.594 9.759 7.115 0.221 -0.137 -0.142
C -20.019 3.230 1.925 0.397 -0.558 1.690
H -29.505 5.945 2.148 0.036 -0.370 -0.212
H -27.038 7.984 6.010 0.140 -0.009 -0.064
H -28.510 2.985 5.601 -0.170 -0.004 -0.245
Cl -25.199 13.169 10.780 -0.260 0.049 -0.122
P -25.789 1.978 8.249 -0.232 0.898 -0.773
H -15.731 12.048 7.194 -0.248 0.332 0.445
H -23.342 11.004 3.577 0.625 -0.521 0.248
C -24.638 4.366 8.671 0.973 -4.784 -1.571
H -19.301 12.814 3.471 -0.680 -0.251 -0.210
H -22.022 15.273 3.040 -0.045 -0.258 -0.043
O -18.692 4.092 12.337 0.557 0.490 -0.312
H -17.455 12.197 13.320 -0.057 -0.456 -0.241
C -27.098 9.054 5.845 0.049 0.402 0.701
C -25.301 5.552 5.466 0.576 0.298 -0.665
H -28.019 5.788 4.448 -0.771 0.295 0.227
H -23.339 13.383 9.411 -0.195 0.333 -0.283
C -22.944 11.789 4.220 -1.644 -0.033 0.203
H -19.190 2.023 11.322 -0.633 -0.308 0.063
O -18.737 12.139 11.688 -0.137 -0.988 -1.210
H -28.432 -0.148 7.938 0.276 0.204 0.614
O -22.338 14.185 1.272 -0.926 -1.153 0.633
H -19.960 6.657 15.497 0.318 0.006 -0.233
H -22.907 2.068 -0.694 0.256 0.078 0.472
O -25.814 3.566 8.428 -1.189 -0.520 0.437
C -30.426 4.698 8.609 -1.034 -0.073 -3.316
H -25.260 9.845 2.445 0.313 0.151 -0.164
H -27.193 4.043 6.001 -0.248 0.267 0.026
C -19.256 10.645 3.504 -0.210 0.110 0.078
H -15.553 11.701 11.440 0.382 -0.495 0.098
H -19.239 9.785 4.186 0.455 0.171 0.368
C -19.536 2.701 10.533 0.976 0.753 -0.057
H -20.368 4.150 2.401 -0.389 0.237 -0.695
H -24.491 9.334 0.892 0.242 0.187 0.285
C -16.027 11.047 10.701 0.035 1.016 0.532
O -15.061 12.215 5.299 -0.292 -0.419 -1.107
H -22.751 2.068 10.431 -0.036 -0.014 0.012
H -19.746 2.629 2.800 0.234 -0.210 -0.215
H -27.655 4.417 3.563 0.076 -0.559 0.124
H -19.061 11.591 13.682 -0.401 0.352 -0.019
H -26.799 10.279 7.640 0.124 -0.122 -0.065
O -22.516 12.855 3.377 -0.127 0.583 0.006
C -26.431 8.580 1.231 -0.182 -0.885 1.443
H -23.809 12.080 4.829 0.021 0.448 -0.121
C -19.466 6.440 12.861 0.584 -0.646 0.408
O -20.544 10.620 2.907 0.736 -0.151 -0.473
H -19.084 7.374 13.282 0.292 -0.002 -0.009
O -24.350 6.346 6.202 0.809 -0.720 0.099
C -19.685 2.222 5.759 -1.349 0.655 -0.340
Cl -18.432 1.075 5.310 0.379 -0.055 0.032
H -29.063 3.258 7.924 0.302 -0.045 0.190
H -27.240 5.202 9.485 -0.124 -0.076 0.465
C -29.160 4.346 7.858 1.395 0.184 0.716
H -19.058 4.861 10.378 0.660 -0.176 0.071
H -24.110 5.683 11.092 0.009 -0.438 0.093
H -31.155 5.466 2.672 0.067 -0.262 -0.107
C -19.280 9.758 8.791 -0.830 -1.500 0.071
Cl -24.232 7.788 2.654 0.606 -0.588 0.085
P -18.588 10.615 11.137 0.017 1.321 0.214
H -30.418 4.494 14.353 -0.074 -0.184 0.553
H -30.540 6.845 6.640 0.298 -0.260 0.177
C -28.381 4.760 4.314 1.224 0.075 -0.504
H -20.567 2.048 5.135 0.327 -0.215 -0.425
O -22.600 4.362 5.979 -0.052 0.518 -0.348
O -28.848 4.272 15.781 -0.703 -0.779 -0.417
H -18.847 8.800 9.086 0.415 0.088 -0.168
C -29.755 4.250 16.867 1.034 0.158 0.383
C -28.342 4.172 11.126 1.390 0.523 -0.756
H -21.649 8.406 6.953 0.184 -0.073 -0.081
C -25.076 5.791 10.606 -2.524 4.952 3.264
C -13.825 12.897 5.394 -0.887 -0.341 0.216
Cl -27.354 7.918 2.674 -0.215 0.198 -0.513
C -31.244 6.602 7.435 -1.679 0.211 -0.542
P -22.856 5.746 6.382 -0.320 1.185 0.212
H -22.201 11.506 4.956 0.511 -0.139 -0.585
C -17.402 11.979 5.906 -0.526 1.025 1.002
H -22.225 5.089 9.797 -0.450 0.573 -0.119
H -18.638 13.367 13.337 -0.942 -0.141 -0.130
H -20.598 15.085 2.051 -0.048 -0.314 -0.380
O -20.816 2.483 9.998 -0.260 -0.480 0.216
O -29.053 4.744 12.197 -1.082 -0.439 0.052
O -29.124 4.734 6.499 -0.744 0.452 0.386
H -18.838 2.554 9.707 -0.070 0.067 -0.082
Cl -22.721 10.886 8.080 -0.679 -0.080 0.464
H -23.511 4.743 2.116 -0.442 -0.061 -0.067
H -29.463 5.909 14.796 0.082 0.115 -0.602
H -30.465 4.247 9.595 -0.186 0.397 -0.049
Cl -18.517 4.453 6.979 -0.306 -0.006 -0.040
C -25.373 14.845 1.709 0.032 0.092 -0.430
O -21.989 6.848 5.617 0.342 -1.388 0.128
H -19.848 6.692 11.875 -0.268 -0.063 0.042
H -21.080 5.399 15.620 -0.566 -0.253 -0.943
C -20.748 9.469 2.113 -0.520 -0.148 0.064
H -20.267 4.221 5.282 -0.377 0.076 1.260
C -18.329 5.397 12.745 0.812 0.606 0.207
C -18.523 12.316 13.073 1.599 0.194 0.779
H -15.970 13.639 6.368 -0.740 0.018 0.275
H -27.539 4.815 13.595 0.009 0.065 -0.094
H -26.395 7.732 0.553 0.087 0.227 -0.244
O -25.228 1.659 6.930 0.271 -0.662 0.807
H -26.236 6.099 5.502 -0.085 -0.249 0.269
H -13.363 12.505 6.304 0.632 0.619 -0.024
C -27.349 5.206 10.578 0.463 -0.153 0.018
H -24.797 13.106 8.426 -0.128 -0.427 -0.068
O -23.777 12.023 1.289 0.010 0.515 0.050
H -21.925 16.181 1.577 0.148 -0.138 -0.324
H -13.983 13.981 5.371 0.081 0.057 0.518
H -28.339 4.862 8.374 -0.041 -0.586 -0.451
H -30.658 3.648 16.743 -0.008 0.052 -0.489
H -17.991 12.546 6.648 -0.593 -0.554 0.101
H -25.342 4.525 5.827 -0.087 0.153 0.255
O -24.537 14.110 2.601 0.321 -0.116 0.314
H -25.980 14.196 1.077 0.017 -0.190 0.190
H -18.782 3.998 4.709 0.699 -0.924 0.151
H -22.537 3.928 3.276 -0.078 -0.222 0.155
H -27.754 3.299 11.421 -0.109 0.077 0.272
O -29.670 4.642 3.784 -0.411 -0.274 0.394
P -22.196 1.717 1.899 0.233 0.098 1.250
O -18.755 10.823 9.571 0.078 0.590 0.029
H -27.035 9.409 0.880 0.197 0.018 -0.267
C -19.397 4.116 11.106 -1.418 0.049 0.587
H -27.679 6.204 10.885 -0.004 0.060 0.017
H -20.826 8.539 2.690 0.123 0.107 0.342
H -32.047 5.960 7.041 0.452 -0.433 -0.252
P -23.354 13.193 2.070 1.180 -0.020 -0.595
H -30.006 5.281 17.137 -0.246 -0.068 0.152
H -24.761 15.458 1.045 -0.017 0.124 0.105
H -18.401 10.552 2.825 -0.302 -0.175 -0.437
C -25.079 9.023 1.755 -0.882 0.701 -0.701
C -21.679 15.206 2.004 -0.195 1.036 0.840
H -27.785 9.262 5.032 0.322 -0.007 -0.260
H -17.534 5.802 12.104 -0.351 0.148 -0.635
O -25.095 1.334 9.556 -0.980 -0.018 -1.276
H -15.340 10.333 10.257 0.071 0.228 -0.110
C -22.872 1.003 -0.480 -0.356 -1.190 -0.617
H -26.908 1.489 10.759 0.177 0.591 -0.769
C -21.981 8.233 5.927 -0.638 0.120 0.343
H -28.339 10.503 6.841 -0.276 -0.194 0.302
C -19.141 12.006 4.179 0.324 -0.297 0.601
H -24.990 5.519 4.420 -0.103 0.060 -0.011
H -26.987 -0.006 7.043 0.071 0.524 -0.629
H -28.548 0.963 6.727 0.804 0.708 -0.464
O -22.680 6.014 7.943 0.152 1.292 -0.040
H -19.120 3.407 1.345 -0.225 -0.004 -0.366
H -23.828 0.575 -0.784 0.011 0.067 0.050
H -22.095 0.499 -1.054 0.031 0.326 -0.139
C -27.801 0.597 7.431 -1.222 -1.606 0.791
H -19.896 12.002 4.973 0.092 0.547 0.194
H -20.100 1.975 6.736 0.587 0.238 0.311
H -30.215 6.645 3.552 0.049 -0.062 0.345
H -19.455 4.999 15.099 -0.059 0.023 -0.005
C -23.477 3.835 2.723 1.296 0.981 0.249
H -17.740 5.317 13.660 -0.577 -0.340 0.406
C -29.402 4.830 14.608 -0.730 0.422 0.021
O -19.523 9.665 11.727 0.331 -0.332 0.188
H -25.754 0.440 11.357 0.669 -0.253 -0.516
H -20.348 9.583 8.933 -0.084 0.552 0.396
H -31.846 7.491 7.651 0.587 0.259 0.445
C -20.263 5.731 14.977 1.269 0.484 1.451
O -27.355 1.562 8.390 0.969 0.476 -0.245
O -30.728 6.072 8.616 0.625 0.284 1.131
H -28.394 3.310 13.553 -0.286 -0.093 -0.079
H -24.700 4.824 9.659 1.748 -5.992 -2.294
H -13.235 12.687 4.504 0.007 -0.408 0.099
H -21.717 9.608 1.637 0.102 0.020 -0.239
H -21.591 1.480 11.659 0.032 -0.145 -0.086
O -21.817 1.224 3.232 -0.198 0.233 -0.605
Cl -25.445 9.655 5.467 -0.414 -0.048 -0.260
H -25.314 2.134 11.372 -0.567 0.182 0.228
C -21.835 2.293 10.971 0.385 0.220 -0.067
C -30.146 5.700 2.999 0.186 0.725 0.120
C -16.038 12.550 6.270 1.496 -0.667 -1.114
H -20.396 4.470 11.395 -0.176 -0.109 -0.416
H -19.960 9.306 1.374 0.028 0.285 -0.126
H -19.177 9.897 7.720 0.605 0.544 0.079
H -23.791 3.681 8.670 0.311 0.161 -0.703
H -28.938 3.842 10.273 -0.378 0.119 0.806
C -23.805 11.318 9.447 -1.326 1.539 -0.114
H -20.841 5.646 8.853 -0.021 0.001 -0.193
C -28.545 4.392 13.461 1.687 0.044 0.065
H -23.289 11.204 10.394 0.284 -0.097 -0.162
H -31.143 4.223 7.913 -0.633 -0.160 0.744
H -21.957 3.198 11.573 -0.206 0.038 0.067
H -29.164 3.792 17.662 -0.261 0.166 0.247
H -24.554 5.181 7.957 -0.565 -0.604 0.036
H -24.986 5.665 9.523 -1.596 5.381 1.814
O -20.543 5.979 13.646 -1.300 -0.311 -0.775
O -17.836 12.317 4.629 0.700 0.163 -0.541
O -20.988 2.509 1.181 -0.820 -0.017 -0.604
```
Forces are in eV/Å.

Here are the Löwdin charges for atoms 1 to 6, given in e: number 1, H, carries 0.078; number 2, O, carries -0.217; number 3, H, carries 0.078; number 4, O, carries -0.205; number 5, O, carries -0.151; number 6, O, carries -0.187